No. 1
16
Properties=species:S:1:pos:R:3:forces:R:3:nbo_charge:R:1 method="wB97M-V/def2-TZVPD" homo_lumo_gap_ha=0.3244 lumo_energy_ev=0.6 e_above_lowest_kj_mol=365.4
C 1.73827 -0.24735 -0.44059 -0.07 -4.83 -1.90 -0.24
C 0.96470 -1.39947 -0.37340 0.08 3.41 1.94 -0.16
C -0.29139 -1.37146 0.62316 -1.69 -1.78 -1.23 -0.34
N -1.66895 -1.10746 -0.07170 0.26 1.75 0.42 -0.50
C -1.95831 0.11955 -0.35277 0.45 -3.20 0.20 0.27
N -1.11249 1.18507 -0.23602 -2.78 4.07 -3.13 -0.66
C 0.18642 1.56477 0.14723 -1.91 2.76 3.62 0.03
C 1.38035 1.02183 0.10756 0.56 -0.97 -0.27 -0.28
H 2.70210 -0.53278 -0.97186 -0.92 1.48 0.66 0.22
H 1.33552 -2.31469 -0.89058 -0.74 0.68 0.79 0.22
H -0.50566 -2.47967 0.71104 0.71 1.23 1.16 0.23
H -0.29832 -0.77099 1.68566 0.68 -1.52 -2.86 0.23
H -3.01213 0.36231 -0.75154 1.85 -0.29 0.61 0.19
H -1.69761 1.98655 -0.76221 2.43 -1.75 2.00 0.39
H 0.07335 2.49751 0.93124 0.54 -1.98 -2.36 0.19
H 2.16414 1.48629 0.64479 0.55 0.93 0.35 0.22


No. 2
16
Properties=species:S:1:pos:R:3:forces:R:3:nbo_charge:R:1 method="wB97M-V/def2-TZVPD" homo_lumo_gap_ha=0.4485 smiles=CC.CC lumo_energy_ev=1.1 e_above_lowest_kj_mol=102.4
C 2.35989 -1.34181 0.62148 1.42 0.58 3.55 -0.61
C 1.45826 -0.74847 -0.34853 -3.84 0.07 0.04 -0.61
H 2.80541 -2.28962 0.30744 0.45 0.45 -0.05 0.21
H 3.10693 -0.48484 0.89429 -0.71 -2.06 -0.29 0.20
H 1.82538 -1.58726 1.62632 0.78 0.39 -1.70 0.20
H 1.89303 -0.14228 -1.07286 1.22 0.82 -1.43 0.20
H 0.82894 -1.49673 -0.88560 0.28 0.51 0.40 0.20
H 0.75365 -0.03442 0.16817 0.52 -0.83 -0.44 0.20
C -1.72829 0.73259 -0.81852 1.79 2.05 -2.03 -0.63
C -2.00215 1.28108 0.54580 -2.04 -1.68 0.76 -0.61
H -0.67663 0.81782 -1.22453 -0.67 -0.52 1.15 0.21
H -2.06172 -0.27310 -0.91668 -0.40 -0.53 -0.65 0.21
H -2.12455 1.49022 -1.50586 -0.90 -0.93 -0.43 0.21
H -1.10738 1.48096 1.08388 0.44 0.25 0.85 0.21
H -2.64519 0.46280 1.02818 1.17 1.28 0.12 0.20
H -2.68559 2.13306 0.49702 0.48 0.15 0.16 0.21